Entry 1:
C18H42As2F12N6O6Tl as an isolated structure in a non-equilibrium geometry. Source: the OMol25 dataset; level of theory: ωB97M-V with the def2-TZVPD basis set.

Each line ends with the Mulliken charge.
Atoms and positions in Å:
1 O -1.767 0.452 1.521  -0.3929
2 F -0.591 -2.284 -3.807  -0.5696
3 H 0.107 5.044 -1.240  0.1689
4 N 1.821 -2.596 2.999  0.2138
5 H -0.753 -2.368 4.193  0.5206
6 H -5.645 1.706 2.156  0.3153
7 H 2.701 -2.200 2.652  0.3787
8 C -0.651 -2.551 3.121  -0.9531
9 H -2.910 5.215 1.790  0.4338
10 H 1.989 2.122 -4.576  0.1804
11 N -0.121 5.047 2.008  -0.1501
12 C -5.391 0.899 1.469  -1.1529
13 C 1.962 -3.579 4.045  -1.0470
14 C 1.652 3.154 -4.562  -0.9315
15 F -0.533 -0.023 -2.929  -0.5053
16 C -2.193 -2.260 -0.974  0.7801
17 C 1.063 5.422 -1.580  -0.7355
18 H -4.222 -1.713 -0.533  0.3588
19 H -3.769 1.194 0.257  0.3362
20 H -0.606 -5.061 -0.949  0.3787
21 H 1.232 -2.763 -3.287  -0.0183
22 H -2.927 -4.073 -0.615  0.2403
23 F 6.227 -0.525 2.294  -0.4955
24 H 1.893 5.353 -0.872  0.2705
25 H -3.523 -0.776 -1.845  0.2662
26 C 2.196 -2.677 -1.554  0.2523
27 H -3.069 3.516 1.247  0.1255
28 H -2.365 0.383 3.930  0.3374
29 H 2.238 5.290 -3.368  0.2432
30 H 0.929 6.490 -1.773  0.3569
31 H 4.189 -2.801 -0.857  0.3261
32 H -3.437 -1.003 3.497  0.2963
33 F 4.066 -1.652 2.242  -0.6331
34 C -2.445 4.231 1.775  -1.3607
35 C -3.243 0.062 3.373  -1.4033
36 C -0.445 6.041 3.023  -0.9863
37 H -1.411 -1.977 2.601  -0.3530
38 N 1.953 -3.221 -2.729  0.2299
39 C 3.233 -3.272 -0.626  -0.8000
40 H 3.613 -4.515 -3.228  0.3705
41 H -0.202 7.021 2.604  0.3295
42 H 0.770 3.299 -5.185  0.2462
43 N 1.513 4.849 -2.828  -0.1544
44 C 2.524 -4.460 -3.224  -1.1377
45 H -4.024 -2.506 -2.047  0.4751
46 O 0.626 -1.441 1.480  0.0140
47 H -4.119 0.582 3.757  0.5275
48 H 0.862 4.957 1.806  0.2639
49 As 4.665 -0.100 1.570  2.0181
50 N -2.070 -3.547 -0.664  -0.0868
51 H -5.711 -0.052 1.892  0.3828
52 O 0.731 2.767 -2.402  -0.5567
53 C 0.678 -2.153 2.491  0.3882
54 H 2.215 -5.245 -2.529  0.3764
55 H 3.306 -4.352 -0.742  0.5312
56 C -0.993 4.243 1.378  0.8113
57 O -0.551 3.414 0.573  -0.4817
58 H 2.179 -4.661 -4.233  0.3483
59 F -2.148 -0.597 -4.742  -0.4814
60 O -1.291 -1.429 -0.850  -0.1888
61 F -0.264 0.924 -5.179  -0.4699
62 F -0.277 -1.408 -6.142  -0.4823
63 H 2.888 -3.376 4.580  0.3428
64 H -0.948 -4.702 0.642  0.3220
65 C -3.555 -1.764 -1.399  -1.6208
66 H -2.462 3.822 2.792  0.4099
67 H 0.172 5.917 3.912  0.3132
68 F 4.210 0.804 2.996  -0.4961
69 F 3.036 0.187 0.900  -0.5144
70 H -5.914 1.076 0.533  0.3731
71 H -0.886 -3.614 3.031  0.4066
72 C 1.250 3.570 -3.178  0.5052
73 F 5.064 -0.995 0.100  -0.4576
74 H 2.946 -3.025 0.393  -0.1660
75 C -0.810 -4.195 -0.319  -0.6195
76 H 2.084 -4.584 3.626  0.3294
77 H -1.497 6.082 3.283  0.3717
78 C -2.928 0.421 1.933  0.4879
79 N -3.947 0.855 1.192  0.0221
80 O 1.578 -1.650 -1.211  0.2782
81 F 5.267 1.323 0.795  -0.4863
82 F 1.327 -0.812 -4.337  -0.5183
83 H 2.444 3.798 -4.948  0.4138
84 As -0.422 -0.698 -4.566  2.0647
85 Tl 0.521 0.850 -0.309  1.3934
86 H 0.011 -3.494 -0.222  -0.0941
87 H 1.100 -3.630 4.707  0.3740

Summary:
gap between HOMO and LUMO = 3.041 eV
energy relative to the best compared isomer or geometry (same formula, charge and spin) = 0.0 kcal/mol
LUMO energy = -0.32793 Ha
charge = +1
energy = -199551.0482 eV

=====

Entry 2:
A 3-piece molecular cluster, C18H42BN2O5PS overall in a non-equilibrium geometry. Source: the OMol25 dataset; level of theory: ωB97M-V with the def2-TZVPD basis set.

Each line ends with the Mulliken charge.
Atoms and positions in Å:
1 B 3.510 -2.457 -2.462  0.7253
2 H -4.499 3.842 4.338  0.2619
3 H -5.485 -1.487 0.197  0.1805
4 H 7.900 -1.399 -0.319  0.2293
5 C -0.549 0.565 -0.621  -0.3348
6 H -2.102 0.106 -2.234  0.2521
7 C 7.581 -0.403 -0.635  -0.7017
8 C 8.022 -1.196 2.890  -1.1184
9 C -6.918 3.354 2.272  -1.1475
10 H -0.453 1.230 0.356  0.2037
11 H -5.875 1.581 1.680  0.1415
12 H -6.774 4.272 2.848  0.2773
13 C 4.540 -3.684 -0.609  -0.5457
14 C -4.601 -2.287 0.219  -0.5130
15 H 2.520 -0.545 -3.433  -0.0279
16 H 0.205 2.338 -1.839  0.3059
17 N -6.014 -1.958 -4.533  -0.2344
18 H -4.237 0.626 -0.400  0.1430
19 C 7.470 0.558 0.537  -0.3696
20 H -7.757 2.809 2.713  0.3940
21 C -3.675 4.175 3.704  -1.0410
22 H 8.078 -0.412 3.656  0.2809
23 H 4.255 -3.084 0.373  0.1812
24 O 4.789 -2.795 -1.755  -0.3968
25 C -4.102 4.334 2.254  -0.3427
26 H 2.293 1.228 -0.465  0.3240
27 H 5.502 -4.326 -0.329  0.2066
28 H 6.623 -1.907 1.392  0.0211
29 C -5.779 -2.828 -2.456  0.3231
30 H 3.712 -4.446 -0.931  0.2321
31 H 7.156 1.538 0.161  0.3349
32 H -3.240 4.675 1.671  0.3392
33 C -3.223 0.069 -0.137  -0.0527
34 H -5.416 2.150 3.273  0.3229
35 H 1.610 -1.454 -1.280  -0.1633
36 H 2.695 -4.226 -2.989  0.2746
37 C -3.315 -1.560 -0.501  -0.4921
38 H 8.114 -2.172 3.377  0.4071
39 O -6.936 -1.939 -2.267  -0.2168
40 H -4.868 5.107 2.151  0.3099
41 H 8.884 -1.069 2.232  0.2699
42 H -2.922 0.187 0.989  0.2353
43 H -0.240 -0.520 -0.310  0.2169
44 H -2.875 3.429 3.789  0.2743
45 H -4.425 -2.601 1.333  0.3778
46 H 0.021 0.774 -2.880  0.2871
47 O 2.990 -3.405 -3.499  -0.5133
48 C -5.671 2.487 2.263  -0.1047
49 H -3.368 -1.591 -1.694  0.2150
50 O 6.502 0.162 1.506  -0.4451
51 C 0.409 1.173 -1.850  -0.5378
52 N -5.184 -2.863 -3.847  -0.2315
53 C -2.102 0.680 -1.197  -0.7765
54 H -3.311 5.128 4.102  0.3959
55 C 2.011 0.949 -1.575  -0.8398
56 H 2.578 1.722 -2.283  0.3274
57 P 2.664 -0.795 -2.010  0.2473
58 S -5.239 -3.727 -0.864  -0.1145
59 H -2.356 -2.153 -0.191  0.2050
60 H 6.611 -0.512 -1.132  0.0064
61 H -7.914 -0.580 -3.828  0.3180
62 C 6.709 -1.103 2.130  0.0095
63 H 5.885 -1.244 2.836  0.3603
64 H -7.187 3.648 1.251  0.3066
65 H 8.308 -0.033 -1.363  0.4174
66 H -2.291 1.809 -1.442  0.3366
67 C -7.076 -1.374 -3.622  0.0082
68 H 8.443 0.710 1.017  0.3076
69 H 3.932 -0.401 -1.384  -0.1412
70 O -4.545 3.118 1.657  -0.3919

Summary:
gap between HOMO and LUMO = 7.510 eV
LUMO energy = -0.00679 Ha
energy = -53354.5152 eV

=====

Summary of HOMO energy in Eh
-0.43967 -0.28277
(order as listed above)